No. 1
Formula: C7H8N4
Source: the Open Molecules 2025 dataset
Level of theory: ωB97M-V with the def2-TZVPD basis set

CARTESIAN COORDINATES (ANGSTROEM)
C: -4.75 0.21 -0.74
C: 2.84 0.78 0.83
C: 1.39 0.64 0.92
C: 3.46 -0.24 0.05
C: 1.53 -1.20 -0.53
C: 0.75 -0.23 0.14
C: -0.75 -0.25 0.13
N: -4.70 1.29 -1.03
N: 2.83 -1.12 -0.69
N: -1.55 -1.23 0.07
N: -1.45 0.97 -0.07
H: 3.28 1.46 1.54
H: 0.86 1.36 1.72
H: 4.53 -0.20 -0.15
H: 0.89 -1.80 -1.12
H: -1.18 -2.12 0.37
H: -4.61 -0.82 -0.39
H: -0.95 1.80 -0.56
H: -2.41 0.71 -0.48

Spin multiplicity   1
Frontier orbital gap   10.0 eV
Charge   0
Energy above the lowest of the compared OMol25 structures with the same formula, charge and spin   207.8 kJ/mol
Energy   -13347.023 eV
Structure (SMILES)   [H]/N=C(/N)c1cccnc1.C#N



No. 2
Formula: C24H36DyN2Si
Source: the Open Molecules 2025 dataset
Level of theory: ωB97M-V with the def2-TZVPD basis set

CARTESIAN COORDINATES (ANGSTROEM)
C: -1.43 -0.38 0.89
C: -1.22 -1.69 0.36
C: -0.29 -2.39 1.16
H: -1.73 -2.11 -0.51
C: 0.14 -1.50 2.18
C: -0.56 -0.25 2.02
H: -0.57 0.57 2.73
H: -2.20 0.32 0.56
H: -0.04 -3.44 1.06
H: 0.78 -1.77 3.02
Dy: 0.94 -0.42 0.02
C: 0.94 -0.53 -3.16
H: 1.66 -1.23 -2.71
H: 1.14 0.52 -2.92
H: 1.08 -0.61 -4.26
Si: -1.07 -1.08 -3.06
C: -2.17 0.03 -4.04
C: -3.52 0.06 -3.59
H: -3.88 -0.64 -2.84
C: -4.38 1.07 -4.01
H: -5.38 1.12 -3.57
C: -3.95 2.03 -4.93
H: -4.64 2.79 -5.26
C: -2.64 1.96 -5.43
H: -2.30 2.70 -6.15
C: -1.75 0.95 -5.01
H: -0.72 0.93 -5.38
C: -0.96 -2.91 -3.34
C: -2.11 -3.47 -3.93
H: -2.72 -2.86 -4.62
C: -2.54 -4.73 -3.50
H: -3.51 -5.11 -3.86
C: -1.77 -5.47 -2.58
H: -2.16 -6.41 -2.18
C: -0.53 -4.96 -2.15
H: 0.10 -5.54 -1.47
C: -0.10 -3.69 -2.56
H: 0.86 -3.30 -2.23
H: -0.73 -0.54 -1.61
H: -2.31 -1.48 -2.31
C: 0.25 2.13 -0.55
N: 1.34 3.11 -0.47
C: 1.09 4.22 -1.37
C: 2.68 2.56 -0.70
C: 3.18 1.48 0.27
N: 2.19 1.13 1.34
C: 2.78 0.01 2.13
C: 1.96 2.27 2.27
H: -0.70 2.68 -0.57
H: 0.22 1.56 0.40
H: 0.29 1.53 -1.48
H: 1.90 4.95 -1.27
H: 1.03 3.91 -2.43
H: 0.14 4.68 -1.09
H: 2.75 2.16 -1.73
H: 3.38 3.41 -0.66
H: 3.45 0.56 -0.28
H: 4.10 1.80 0.79
H: 3.83 0.30 2.36
H: 2.25 -0.12 3.09
H: 2.80 -0.96 1.57
H: 2.93 2.56 2.73
H: 1.54 3.11 1.72
H: 1.28 1.95 3.07

Spin multiplicity   6
Frontier orbital gap (spin up / spin down)   5.6 / 5.5 eV
Charge   +1
Energy above the lowest of the compared OMol25 structures with the same formula, charge and spin   14.0 kJ/mol
Energy   -60402.305 eV



No. 3
Formula: C3H7NOSi
Source: the Open Molecules 2025 dataset
Level of theory: ωB97M-V with the def2-TZVPD basis set

CARTESIAN COORDINATES (ANGSTROEM)
C: -2.16 -0.31 0.62
C: -1.13 0.27 -0.29
C: -0.94 -0.29 -1.44
N: 2.17 0.86 1.12
O: -0.81 -0.73 -2.50
Si: 2.60 -0.12 -0.05
H: -2.50 0.36 1.36
H: -3.07 -0.71 0.04
H: -0.52 1.12 -0.11
H: 2.39 1.83 0.94
H: -1.65 -1.10 1.20
H: 2.84 0.27 -1.38
H: 2.77 -1.45 0.48

Spin multiplicity   1
Frontier orbital gap   8.7 eV
Charge   0
Energy above the lowest of the compared OMol25 structures with the same formula, charge and spin   288.2 kJ/mol
Energy   -14636.665 eV
Structure (SMILES)   N=[SiH2].CC=C=O



No. 4
Formula: C8H9N4OS
Source: the Open Molecules 2025 dataset
Level of theory: ωB97M-V with the def2-TZVPD basis set

CARTESIAN COORDINATES (ANGSTROEM)
C: 1.94 2.56 0.34
C: 1.48 1.24 -0.01
C: 2.70 0.58 -0.40
C: 0.18 0.71 0.19
C: -3.04 2.11 0.20
C: -2.13 1.16 0.43
C: 2.55 -1.77 -0.39
C: -0.43 -1.56 -0.52
N: 3.23 2.58 0.18
N: 3.69 1.45 -0.38
N: 0.06 -0.63 0.25
N: 2.77 -0.67 -1.03
O: -0.81 1.53 0.38
S: 2.57 -2.00 1.22
H: 1.41 3.45 0.57
H: -4.04 2.14 -0.01
H: -2.80 3.14 0.03
H: -2.36 0.16 0.66
H: 2.32 -2.73 -1.06
H: -0.74 -1.20 -1.53
H: -0.14 -2.50 -0.21
H: 2.76 -0.65 -2.04
H: 2.69 -0.68 1.38

Spin multiplicity   1
Frontier orbital gap   7.8 eV
Charge   +1
Energy above the lowest of the compared OMol25 structures with the same formula, charge and spin   56.3 kJ/mol
Energy   -27272.891 eV



No. 5
Formula: C4H5N3
Source: the Open Molecules 2025 dataset
Level of theory: ωB97M-V with the def2-TZVPD basis set

CARTESIAN COORDINATES (ANGSTROEM)
N: 2.60 -0.72 1.24
C: 1.68 -0.61 0.54
C: 0.66 -0.17 -0.43
C: -0.72 -0.92 -0.51
N: -1.73 -0.08 0.14
C: -1.14 1.01 0.43
N: 0.18 1.19 0.04
H: 1.13 -0.43 -1.42
H: -1.00 -1.08 -1.56
H: -0.67 -1.89 -0.02
H: -1.67 1.79 0.98
H: 0.68 1.91 0.57

Spin multiplicity   1
Frontier orbital gap   10.2 eV
Charge   0
Energy above the lowest of the compared OMol25 structures with the same formula, charge and spin   172.3 kJ/mol
Energy   -8698.026 eV
Structure (SMILES)   N#C[C@H]1CN=CN1



No. 6
Formula: C38H48AsN4NaO3
Source: the Open Molecules 2025 dataset
Level of theory: ωB97M-V with the def2-TZVPD basis set

CARTESIAN COORDINATES (ANGSTROEM)
Na: 0.27 -0.25 -0.73
C: -3.17 -1.73 -3.44
C: -2.15 -1.37 -4.48
C: -2.52 -0.91 -5.73
C: -1.57 -0.60 -6.69
C: -0.22 -0.78 -6.39
C: 0.18 -1.24 -5.14
C: 1.64 -1.42 -4.82
C: -0.78 -1.53 -4.16
N: -0.44 -1.89 -2.86
C: 0.09 -3.08 -2.69
O: 0.33 -3.96 -3.56
C: 0.39 -3.46 -1.25
C: 1.00 -4.69 -0.99
C: 1.22 -5.05 0.33
C: 0.80 -4.21 1.35
C: 0.16 -3.02 1.00
N: 0.00 -2.65 -0.27
C: -0.39 -2.13 2.11
O: 0.24 -2.13 3.20
N: -1.49 -1.49 1.77
C: -2.24 -0.83 2.73
C: -2.73 -1.45 3.89
C: -2.42 -2.89 4.18
C: -3.55 -0.74 4.77
C: -3.92 0.58 4.52
C: -3.48 1.17 3.34
C: -2.67 0.49 2.44
C: -2.24 1.14 1.16
H: -4.18 -1.46 -3.78
H: -2.96 -1.26 -2.49
H: -3.15 -2.81 -3.25
H: -3.58 -0.78 -5.95
H: -1.86 -0.23 -7.67
H: 0.53 -0.54 -7.13
H: 2.27 -0.94 -5.58
H: 1.87 -2.49 -4.78
H: 1.88 -1.01 -3.84
H: 1.28 -5.30 -1.83
H: 1.71 -5.99 0.56
H: 0.94 -4.44 2.39
H: -2.55 -3.49 3.27
H: -3.08 -3.28 4.96
H: -1.38 -3.01 4.48
H: -3.91 -1.24 5.66
H: -4.55 1.12 5.21
H: -3.77 2.19 3.10
H: -2.78 2.08 1.01
H: -2.45 0.47 0.32
H: -1.17 1.35 1.15
C: -0.14 3.15 -1.33
N: -0.34 1.86 -1.96
C: -1.69 1.70 -2.47
C: 0.62 1.66 -3.05
C: 2.07 1.60 -2.63
C: 2.95 2.51 -3.21
C: 4.32 2.43 -2.96
C: 4.77 1.43 -2.11
C: 3.86 0.56 -1.52
C: 2.47 0.59 -1.73
H: -0.30 3.97 -2.05
H: 0.88 3.22 -0.95
H: -0.84 3.26 -0.49
H: -1.92 2.40 -3.29
H: -2.41 1.86 -1.66
H: -1.80 0.68 -2.85
H: 0.47 2.47 -3.80
H: 0.35 0.73 -3.54
H: 2.57 3.28 -3.88
H: 5.01 3.13 -3.41
H: 5.83 1.33 -1.91
H: 4.28 -0.20 -0.86
C: -1.20 3.46 5.63
As: -0.20 2.65 4.13
C: 1.57 3.23 4.77
C: -0.13 0.84 4.86
H: -0.76 3.18 6.59
H: -2.23 3.09 5.59
H: -1.22 4.54 5.53
H: 1.67 3.06 5.84
H: 1.72 4.30 4.56
H: 2.35 2.68 4.24
H: 0.41 0.84 5.82
H: 0.34 0.14 4.17
H: -1.15 0.50 5.02
C: 2.84 -0.79 1.49
C: 2.24 0.59 1.53
C: 3.17 1.77 1.65
O: 1.04 0.74 1.46
H: 2.75 -1.16 0.47
H: 2.27 -1.45 2.14
H: 3.90 -0.78 1.77
H: 3.83 1.65 2.51
H: 2.58 2.68 1.74
H: 3.79 1.81 0.75

Spin multiplicity   1
Frontier orbital gap   5.8 eV
Charge   -2
Energy above the lowest of the compared OMol25 structures with the same formula, charge and spin   11.9 kJ/mol
Energy   -117545.749 eV



No. 7
Formula: C2H23O12
Source: the Open Molecules 2025 dataset
Level of theory: ωB97M-V with the def2-TZVPD basis set

CARTESIAN COORDINATES (ANGSTROEM)
C: -0.25 0.68 -0.85
C: 0.29 -0.14 0.29
O: 1.18 -0.90 -0.03
O: -0.37 -0.14 1.36
H: -0.56 1.69 -0.61
H: -1.17 0.24 -1.25
H: 0.46 0.75 -1.67
O: 1.40 1.51 3.07
H: 0.82 0.85 2.69
H: 1.18 2.31 2.60
O: -3.18 0.08 1.02
H: -3.14 0.85 1.58
H: -2.27 -0.10 0.79
O: 3.35 -2.40 0.86
H: 3.22 -3.20 1.35
H: 2.47 -2.04 0.74
O: 1.44 -2.32 3.06
H: 1.28 -1.84 2.25
H: 1.99 -1.74 3.59
O: -0.41 5.11 -0.55
H: 0.07 4.28 -0.56
H: -1.34 4.85 -0.57
O: 0.50 -2.21 -2.60
H: 0.57 -1.88 -1.70
H: 0.10 -3.07 -2.51
O: -1.52 -1.71 3.30
H: -1.30 -1.01 2.69
H: -0.83 -2.36 3.17
O: -1.90 -2.63 0.17
H: -1.15 -2.08 0.41
H: -1.72 -2.90 -0.73
O: 0.69 3.70 -2.72
H: 1.20 4.06 -3.45
H: 1.24 3.00 -2.38
O: -0.74 0.28 -4.65
H: -1.24 0.85 -4.07
H: -0.38 -0.39 -4.07

Spin multiplicity   1
Frontier orbital gap   9.8 eV
Charge   -1
Energy above the lowest of the compared OMol25 structures with the same formula, charge and spin   118.3 kJ/mol
Energy   -27020.661 eV